#w
Below is a single C3H4N2OS molecule, with properties calculated with ωB97M-V/def2-TZVPD.

```
! wB97M-V def2-TZVPD RIJCOSX def2/J DEFGRID3
* xyz 0 1
S 1.95 1.25 -0.26
O -3.30 1.11 0.47
N 2.44 0.04 0.60
N 0.42 1.09 -0.48
C -2.22 0.95 0.02
C -1.52 -0.32 -0.19
C -0.18 -0.14 -0.28
H 0.50 -0.90 -0.23
H -1.50 1.83 -0.17
H 3.37 -0.10 0.98
H -2.22 -1.15 -0.04
*
```

Values from the calculation:
Gap between HOMO and LUMO (alpha / beta), eV: 7.7350 / 7.7378
LUMO energy (alpha / beta), Ha: -0.0526 / -0.0526
HOMO level (alpha / beta), Ha: -0.3369 / -0.3369

=====

#x
Below is a single C3H4N2OS molecule, with properties calculated with ωB97M-V/def2-TZVPD.

```
! wB97M-V def2-TZVPD RIJCOSX def2/J DEFGRID3
* xyz 0 1
S 2.17 -0.31 0.03
O 0.36 -2.22 0.03
N -1.76 0.08 0.11
N 0.26 1.42 -0.06
C 0.63 -0.88 0.15
C 1.57 1.32 -0.02
C -0.36 0.23 -0.02
H 2.23 2.08 0.01
H -0.60 -2.37 0.10
H -2.15 -0.26 -0.72
H -2.35 0.91 0.40
*
```

Values from the calculation:
SMILES string: Nc1ncsc1O
Gap between HOMO and LUMO, eV: 8.5512
LUMO energy, Ha: 0.0243
HOMO level, Ha: -0.2900

=====

#y
Below is a single C3H4N2OS molecule, with properties calculated with ωB97M-V/def2-TZVPD.

```
! wB97M-V def2-TZVPD RIJCOSX def2/J DEFGRID3
* xyz 0 1
S 1.17 0.47 -1.87
O 1.78 -0.21 1.12
N -2.06 -0.53 1.83
N -0.46 -0.10 0.20
C -0.21 0.27 -1.12
C 0.55 -0.10 1.24
C -1.81 -0.31 0.61
H -2.49 -0.36 -0.27
H -3.03 -0.65 1.99
H -1.13 0.40 -1.65
H 0.13 -0.06 2.29
*
```

Values from the calculation:
SMILES string: [H]/N=C/N(C=O)C=S
Gap between HOMO and LUMO, eV: 8.6554
LUMO energy, Ha: -0.0067
HOMO level, Ha: -0.3248

=====

#z
Below is 2 unconnected molecules or ions with the total composition C3H4N2OS, with properties calculated with ωB97M-V/def2-TZVPD.

```
! wB97M-V def2-TZVPD RIJCOSX def2/J DEFGRID3
* xyz 0 1
S -3.87 -0.53 -0.35
O -3.48 0.99 0.02
N -0.51 0.67 -0.05
N 0.81 0.94 -0.21
C -0.62 -0.65 -0.04
C 0.62 -1.26 -0.21
C 1.51 -0.18 -0.37
H -2.64 1.21 0.47
H 2.49 -0.31 -0.73
H 1.16 1.88 -0.27
H 1.03 -2.18 -0.51
*
```

Values from the calculation:
Gap between HOMO and LUMO (alpha / beta), eV: 7.9915 / 7.2879
LUMO energy (alpha / beta), Ha: -0.0330 / -0.0402
HOMO level (alpha / beta), Ha: -0.3267 / -0.3080

=====

Stability comparison, relative energies in hartree: #w 0.0800; #x 0.0000; #y 0.0054; #z 0.1496

=====

#w
Below is a single C3H4N2OS molecule, with properties calculated with ωB97M-V/def2-TZVPD.

```
! wB97M-V def2-TZVPD RIJCOSX def2/J DEFGRID3
* xyz 0 1
S 1.68 0.98 -0.84
O -0.40 -1.27 -1.57
N 0.93 0.15 0.39
N -1.17 -0.92 -0.55
C -1.98 0.27 2.47
C -0.41 -0.26 0.33
C -1.25 -0.03 1.51
H 2.80 -0.03 -1.11
H -2.85 0.81 3.20
H -1.13 -1.63 -2.09
H 0.94 0.88 1.25
*
```

Values from the calculation:
SMILES string: C#C/C(=N/O)NS
Gap between HOMO and LUMO, eV: 9.2660
LUMO energy, Ha: 0.0207
HOMO level, Ha: -0.3199

=====

#x
Below is a single C3H4N2OS molecule, with properties calculated with ωB97M-V/def2-TZVPD.

```
! wB97M-V def2-TZVPD RIJCOSX def2/J DEFGRID3
* xyz 0 1
S -0.18 -2.10 -0.52
O -2.43 1.00 0.00
N -0.12 1.72 -0.27
N -1.93 -0.21 -0.02
C 0.29 0.58 -0.08
C -0.65 -0.58 -0.10
C 1.61 0.15 0.17
H 1.88 -0.79 0.55
H 1.94 0.84 0.89
H -2.62 -1.00 0.03
H 2.22 0.38 -0.65
*
```

Values from the calculation:
Gap between HOMO and LUMO (alpha / beta), eV: 5.5082 / 5.3723
LUMO energy (alpha / beta), Ha: -0.1034 / -0.1079
HOMO level (alpha / beta), Ha: -0.3058 / -0.3053

=====

Stability comparison, relative energies in hartree: #w 0.0000; #x 0.0057

=====

#w
Below is 2 unconnected molecules or ions with the total composition C11H15NS, with properties calculated with ωB97M-V/def2-TZVPD.

```
! wB97M-V def2-TZVPD RIJCOSX def2/J DEFGRID3
* xyz 0 1
S -3.71 -1.91 -0.07
N 0.74 0.10 1.00
C 3.57 -0.36 -1.34
C 0.73 2.24 0.29
C -2.85 -1.84 1.59
C 2.54 1.83 -1.57
C 3.34 0.80 -2.06
C 2.75 -0.70 -0.29
C -4.01 -3.67 -0.32
C 0.14 1.35 1.12
C 1.85 0.25 0.16
C 0.25 3.65 0.11
C 1.86 1.62 -0.36
H -0.81 1.38 1.64
H 3.67 0.81 -3.07
H 0.93 4.49 0.26
H 0.69 -0.46 1.85
H -3.25 -2.45 2.39
H -1.77 -1.81 1.60
H -0.16 3.73 -0.90
H -4.07 -4.15 0.66
H 2.49 2.80 -2.06
H -3.24 -0.81 1.92
H -3.23 -4.11 -0.95
H -0.57 3.97 0.72
H 4.29 -1.13 -1.66
H -4.96 -3.89 -0.78
H 2.79 -1.72 0.10
*
```

Values from the calculation:
SMILES string: Cc1c[nH]c2ccccc12.CSC
Gap between HOMO and LUMO, eV: 8.6674
LUMO energy, Ha: 0.0284
HOMO level, Ha: -0.2901

=====

#x
Below is a molecular structure, C11H15NS, with properties calculated with ωB97M-V/def2-TZVPD.

```
! wB97M-V def2-TZVPD RIJCOSX def2/J DEFGRID3
* xyz 0 1
S -2.94 1.63 -0.19
N -4.03 -2.06 0.12
C 0.59 -1.34 0.22
C -0.02 1.39 1.09
C -0.29 -1.44 -1.02
C 0.86 1.11 -0.13
C -3.21 -1.26 0.11
C -1.04 0.25 1.25
C 1.60 -0.21 0.06
C -1.85 0.22 -0.02
C -1.02 -0.11 -1.23
C -0.30 -1.07 1.44
C 0.00 1.03 -1.39
H 2.25 -0.41 -0.80
H -1.02 -1.89 1.56
H 2.24 -0.15 0.95
H 1.12 -2.29 0.37
H 0.31 -1.02 2.35
H -0.53 1.97 -1.55
H -0.54 2.34 0.96
H -1.65 -0.17 -2.13
H -3.43 1.28 -1.38
H 0.62 0.84 -2.27
H 1.58 1.93 -0.25
H -1.69 0.45 2.11
H 0.31 -1.66 -1.90
H -1.02 -2.24 -0.90
H 0.59 1.45 1.99
*
```

Values from the calculation:
Gap between HOMO and LUMO, eV: 9.9789
LUMO energy, Ha: 0.0150
HOMO level, Ha: -0.3517

=====

Stability comparison, relative energies in hartree: #w 0.0110; #x 0.0000